1.
{"formula": "C35H54NSi", "method": "ωB97M-V with the def2-TZVPD basis set", "symbols": ["C", "C", "C", "C", "C", "C", "C", "C", "C", "C", "C", "C", "C", "C", "C", "C", "C", "C", "C", "C", "C", "C", "H", "H", "H", "H", "H", "H", "H", "H", "H", "H", "H", "H", "H", "H", "H", "H", "H", "H", "H", "H", "H", "H", "H", "H", "H", "H", "H", "H", "H", "C", "C", "C", "Si", "C", "C", "C", "C", "C", "C", "N", "C", "C", "C", "C", "H", "H", "H", "H", "H", "H", "H", "H", "H", "H", "H", "H", "H", "H", "H", "H", "H", "H", "H", "H", "H", "H", "H", "H", "H"], "positions_angstrom": [[0.783, -6.574, 1.693], [0.958, -5.092, 1.573], [1.000, -4.302, 2.723], [1.224, -2.927, 2.653], [1.238, -2.197, 3.969], [1.406, -2.314, 1.396], [1.737, -0.820, 1.301], [3.165, -0.510, 1.765], [0.671, 0.050, 2.008], [-0.060, 0.992, 1.016], [-1.570, 0.941, 1.363], [-2.394, 0.071, 0.619], [-1.888, -0.769, -0.530], [-3.727, -0.091, 0.982], [-4.255, 0.531, 2.112], [-5.677, 0.268, 2.508], [-3.419, 1.352, 2.869], [-2.073, 1.536, 2.538], [-1.219, 2.298, 3.513], [1.319, -3.099, 0.225], [1.470, -2.499, -1.150], [1.099, -4.469, 0.336], [0.797, -7.043, 0.703], [1.583, -7.024, 2.296], [-0.166, -6.827, 2.183], [0.878, -4.767, 3.700], [1.748, -1.231, 3.934], [0.216, -2.025, 4.345], [1.749, -2.811, 4.724], [1.707, -0.531, 0.239], [3.863, -1.181, 1.246], [3.439, 0.523, 1.508], [3.300, -0.650, 2.846], [-0.085, -0.605, 2.467], [1.120, 0.606, 2.842], [0.001, 0.527, 0.029], [-2.739, -1.295, -0.985], [-1.420, -0.177, -1.328], [-1.181, -1.545, -0.199], [-4.362, -0.769, 0.410], [-5.950, 0.830, 3.404], [-6.364, 0.537, 1.699], [-5.832, -0.795, 2.720], [-3.801, 1.825, 3.779], [-1.862, 2.683, 4.316], [-0.474, 1.654, 4.009], [-0.698, 3.159, 3.079], [1.415, -3.302, -1.895], [0.670, -1.783, -1.395], [2.434, -1.990, -1.286], [1.055, -5.067, -0.579], [6.544, 2.249, 2.006], [5.483, 3.330, 2.272], [4.570, 2.937, 3.431], [4.518, 3.956, 0.759], [4.350, 5.852, 0.908], [4.927, 6.460, 2.198], [2.941, 6.392, 0.655], [5.729, 3.655, -0.699], [6.854, 4.709, -0.804], [5.102, 3.443, -2.074], [2.736, 3.158, 0.578], [2.075, 3.226, -0.675], [0.849, 2.665, -0.607], [0.534, 2.339, 0.839], [1.879, 2.606, 1.451], [7.002, 1.948, 2.958], [6.114, 1.353, 1.540], [7.352, 2.623, 1.365], [6.026, 4.242, 2.572], [5.178, 2.802, 4.338], [3.807, 3.696, 3.650], [4.069, 1.980, 3.233], [4.988, 6.201, 0.080], [4.798, 7.553, 2.174], [4.416, 6.083, 3.095], [6.003, 6.271, 2.309], [2.964, 7.489, 0.734], [2.580, 6.140, -0.348], [2.223, 6.023, 1.398], [6.196, 2.701, -0.409], [7.642, 4.326, -1.471], [6.488, 5.646, -1.245], [7.332, 4.947, 0.156], [5.896, 3.161, -2.781], [4.362, 2.637, -2.065], [4.633, 4.361, -2.452], [2.580, 3.658, -1.533], [0.162, 2.500, -1.427], [-0.159, 3.111, 1.221], [2.127, 2.476, 2.510]], "forces_ev_per_angstrom": [[-0.07, -0.40, -0.09], [0.02, 0.32, 0.23], [0.10, 0.09, -0.50], [-0.06, -0.27, -0.35], [0.07, 0.15, 0.47], [0.11, -0.03, 0.05], [-0.07, -0.10, -0.06], [0.22, -0.25, -0.08], [-0.08, -0.18, -0.06], [-1.84, -2.31, 0.69], [0.32, 0.03, 0.23], [-0.03, 0.25, -0.01], [-0.21, -0.17, -0.29], [0.07, 0.02, 0.39], [0.26, 0.14, -0.09], [-0.25, 0.03, 0.10], [0.04, -0.20, -0.01], [-0.31, -0.19, -0.57], [0.05, 0.18, 0.50], [0.04, 0.33, 0.49], [0.03, -0.12, -0.36], [0.00, -0.13, -0.01], [-0.03, 0.00, 0.22], [-0.15, 0.13, -0.15], [0.16, 0.05, -0.13], [0.02, 0.05, -0.15], [-0.16, -0.22, 0.07], [0.28, -0.01, -0.16], [-0.13, 0.18, -0.18], [0.02, -0.25, 0.27], [-0.04, 0.20, 0.17], [0.01, -0.19, 0.08], [0.01, 0.04, -0.31], [0.26, 0.31, -0.22], [-0.13, -0.07, -0.15], [0.10, -0.13, 0.30], [0.31, 0.16, 0.10], [-0.01, -0.12, 0.16], [-0.09, 0.27, -0.01], [0.17, 0.17, 0.08], [-0.02, -0.04, -0.13], [0.06, 0.01, 0.14], [0.05, 0.11, -0.02], [0.06, -0.18, -0.30], [0.24, 0.00, -0.22], [-0.17, 0.17, -0.27], [-0.07, -0.12, 0.15], [0.05, 0.23, 0.10], [0.24, -0.14, 0.13], [-0.19, -0.09, 0.04], [0.00, 0.13, 0.31], [-0.03, 0.01, 0.03], [-0.35, -0.12, -0.12], [0.14, -0.12, 0.46], [1.38, 0.74, 0.34], [-0.36, -0.08, -0.15], [0.02, 0.00, 0.08], [0.00, 0.27, 0.02], [-0.60, -0.66, -0.09], [-0.08, 0.03, 0.16], [0.23, -0.09, -0.28], [-0.70, -0.49, 1.65], [-1.09, -0.57, -0.83], [0.58, 1.08, 0.38], [1.74, 1.21, -1.16], [1.07, 1.42, -0.57], [-0.11, 0.02, -0.18], [0.11, 0.11, 0.11], [-0.21, -0.14, 0.14], [-0.21, -0.25, -0.10], [-0.29, 0.00, -0.13], [0.12, -0.10, 0.00], [0.12, 0.13, 0.07], [-0.24, -0.08, 0.20], [0.00, -0.29, 0.01], [0.13, 0.11, -0.17], [-0.26, 0.04, -0.01], [-0.16, -0.25, -0.07], [-0.07, 0.01, 0.13], [0.05, 0.05, -0.13], [-0.08, 0.20, -0.19], [-0.25, 0.05, 0.18], [0.08, -0.25, 0.13], [-0.14, -0.04, -0.13], [-0.30, 0.09, 0.03], [0.14, 0.07, -0.13], [0.03, -0.16, 0.02], [-0.07, -0.20, 0.26], [0.03, 0.19, 0.09], [0.31, 0.07, -0.05], [0.05, 0.12, -0.58]], "lowdin_charge": [-0.052, -0.264, -0.005, -0.203, -0.045, -0.112, -0.292, -0.040, -0.106, -0.216, -0.097, -0.197, -0.035, -0.004, -0.258, -0.048, 0.000, -0.207, -0.031, -0.214, -0.045, -0.007, 0.077, 0.088, 0.087, 0.126, 0.051, 0.098, 0.092, 0.113, 0.097, 0.049, 0.080, 0.127, 0.097, 0.105, 0.087, 0.083, 0.079, 0.125, 0.078, 0.087, 0.088, 0.119, 0.086, 0.088, 0.069, 0.082, 0.064, 0.086, 0.119, -0.105, -0.445, -0.122, 0.840, -0.442, -0.108, -0.119, -0.451, -0.101, -0.129, 0.018, -0.082, 0.047, -0.211, 0.034, 0.089, 0.078, 0.074, 0.092, 0.093, 0.073, 0.053, 0.090, 0.088, 0.081, 0.073, 0.085, 0.069, 0.076, 0.084, 0.093, 0.079, 0.080, 0.089, 0.062, 0.084, 0.106, 0.136, 0.174, 0.129], "orbital_gap_ev": 6.67, "mol_weight_g_mol": 516.91, "charge": 1}

***

2.
{"formula": "C27H41F3N2O15P", "method": "ωB97M-V with the def2-TZVPD basis set", "symbols": ["C", "C", "O", "C", "C", "O", "C", "C", "C", "C", "C", "O", "O", "C", "C", "O", "C", "C", "F", "F", "F", "C", "P", "N", "O", "C", "N", "H", "H", "H", "H", "H", "H", "H", "H", "H", "H", "H", "H", "H", "H", "H", "H", "H", "H", "H", "H", "H", "H", "H", "C", "C", "C", "O", "C", "O", "O", "H", "H", "H", "H", "H", "H", "C", "C", "C", "O", "C", "O", "O", "H", "H", "H", "H", "H", "H", "C", "C", "C", "O", "C", "O", "O", "H", "H", "H", "H", "H", "H"], "positions_angstrom": [[-4.218, -3.199, 1.314], [-3.996, -4.610, 0.794], [-3.015, -5.272, 1.579], [-2.121, -6.133, 0.906], [-0.678, -5.733, 1.118], [-0.174, -4.757, 0.205], [-0.903, -3.554, 0.235], [0.050, -2.432, -0.041], [0.682, -1.714, 0.952], [1.527, -0.659, 0.624], [2.213, 0.117, 1.717], [3.411, 0.139, 1.742], [1.479, 0.717, 2.645], [0.152, 1.161, 2.315], [-0.421, 1.962, 3.516], [0.460, 2.043, 4.597], [0.358, 1.047, 5.573], [0.284, 1.661, 6.981], [0.542, 2.968, 6.978], [-0.940, 1.488, 7.520], [1.170, 1.065, 7.798], [1.741, -0.314, -0.715], [2.699, 1.136, -1.452], [4.274, 0.997, -0.837], [2.108, 2.354, -0.514], [1.099, -1.070, -1.662], [0.293, -2.086, -1.315], [-4.041, -3.173, 2.388], [-5.241, -2.877, 1.136], [-3.548, -2.488, 0.831], [-4.935, -5.168, 0.827], [-3.691, -4.574, -0.257], [-2.354, -6.207, -0.160], [-2.230, -7.140, 1.317], [-0.053, -6.612, 0.976], [-0.532, -5.388, 2.145], [-1.709, -3.554, -0.508], [-1.356, -3.382, 1.213], [0.520, -1.971, 1.989], [0.187, 1.794, 1.429], [-0.497, 0.312, 2.095], [-0.619, 2.979, 3.184], [-1.376, 1.518, 3.806], [-0.541, 0.440, 5.447], [1.231, 0.392, 5.556], [4.355, 1.576, -0.002], [4.467, 0.054, -0.508], [1.642, 2.940, -1.126], [1.200, -0.838, -2.714], [-0.187, -2.589, -2.052], [2.418, 7.657, 0.590], [1.280, 6.966, 1.290], [1.644, 5.749, 2.116], [0.437, 4.970, 2.050], [-0.204, 5.301, 0.909], [-1.140, 4.699, 0.476], [0.363, 6.374, 0.335], [3.059, 8.151, 1.320], [3.016, 6.944, 0.021], [2.040, 8.408, -0.101], [0.704, 7.675, 1.889], [1.887, 5.968, 3.152], [2.451, 5.171, 1.661], [-4.464, 3.956, -2.254], [-3.797, 2.786, -1.588], [-2.431, 2.408, -2.113], [-2.365, 1.010, -1.806], [-3.634, 0.532, -1.781], [-3.899, -0.628, -1.717], [-4.516, 1.544, -1.829], [-3.936, 4.873, -1.997], [-4.468, 3.837, -3.338], [-5.497, 4.045, -1.923], [-3.761, 2.928, -0.505], [-1.620, 2.928, -1.608], [-2.346, 2.542, -3.193], [2.272, -5.075, -4.492], [2.560, -3.842, -5.309], [3.579, -4.008, -6.417], [4.127, -2.689, -6.519], [4.001, -2.083, -5.321], [4.517, -1.060, -5.016], [3.193, -2.824, -4.505], [1.737, -5.808, -5.095], [3.196, -5.523, -4.129], [1.659, -4.832, -3.623], [1.635, -3.414, -5.708], [3.154, -4.307, -7.370], [4.379, -4.696, -6.135]], "forces_ev_per_angstrom": [[0.12, -0.10, 0.07], [-0.38, 0.09, -0.11], [0.31, 0.37, -0.11], [-0.18, -0.33, 0.16], [0.17, -0.28, -0.02], [-0.03, 0.13, -0.02], [0.03, -0.04, 0.04], [0.01, 0.07, 0.05], [0.27, 0.12, 0.04], [-0.44, 0.06, -0.08], [0.33, 0.18, -0.01], [0.00, -0.20, 0.22], [-0.07, -0.02, -0.07], [-0.39, 0.05, 0.06], [-0.01, 0.01, -0.31], [-0.09, 0.18, 0.16], [0.11, -0.16, 0.08], [-0.01, 0.07, -0.08], [0.02, -0.03, 0.05], [0.09, 0.03, 0.01], [-0.12, 0.01, 0.01], [0.22, 0.08, 0.19], [0.24, -0.17, -0.70], [-0.49, -0.01, 0.46], [-0.07, 0.04, -0.04], [0.03, 0.13, -0.11], [-0.08, 0.00, -0.10], [-0.04, -0.03, 0.06], [-0.03, 0.06, -0.10], [-0.02, 0.10, 0.03], [0.03, -0.12, 0.06], [0.04, -0.08, -0.03], [0.04, 0.09, -0.07], [-0.07, -0.04, 0.04], [0.11, 0.04, -0.10], [-0.11, 0.07, 0.05], [-0.03, 0.05, 0.00], [-0.04, -0.02, 0.02], [-0.12, -0.07, 0.00], [0.13, 0.04, -0.03], [0.08, -0.09, 0.04], [0.06, 0.02, 0.04], [-0.02, -0.02, 0.11], [-0.02, -0.03, -0.03], [0.06, 0.01, -0.08], [0.12, 0.03, -0.06], [0.23, 0.01, -0.21], [-0.02, 0.17, 0.29], [-0.05, -0.17, -0.08], [-0.04, -0.04, 0.05], [-0.02, -0.10, -0.19], [0.14, 0.07, 0.05], [0.06, 0.04, 0.05], [0.03, -0.03, -0.03], [0.09, 0.00, 0.07], [-0.04, -0.16, -0.16], [-0.11, -0.02, 0.03], [0.00, 0.00, 0.01], [0.01, -0.01, 0.03], [-0.01, 0.05, 0.06], [-0.03, -0.01, -0.01], [-0.11, -0.04, 0.03], [0.02, 0.03, -0.01], [-0.15, -0.14, -0.17], [-0.02, 0.01, -0.05], [0.24, 0.28, 0.14], [0.18, -0.13, -0.07], [-0.09, 0.08, 0.03], [0.03, -0.06, 0.02], [0.03, -0.07, 0.10], [0.02, 0.00, 0.01], [0.03, 0.00, 0.00], [0.02, 0.03, 0.06], [0.02, -0.01, 0.01], [-0.02, -0.02, 0.06], [-0.07, 0.00, -0.02], [0.12, 0.04, 0.14], [-0.03, -0.12, 0.04], [0.00, -0.03, -0.04], [0.03, -0.03, -0.03], [0.04, -0.06, 0.00], [-0.13, 0.00, 0.13], [-0.08, 0.13, -0.05], [0.00, 0.00, -0.01], [0.01, 0.00, -0.03], [-0.05, 0.00, -0.04], [0.00, 0.00, -0.01], [0.01, 0.11, -0.04], [-0.03, -0.04, 0.02]], "lowdin_charge": [-0.062, -0.268, -0.149, -0.192, -0.158, -0.104, -0.149, -0.121, 0.089, -0.068, -0.455, 0.161, 0.056, -0.088, -0.146, -0.095, -0.081, -0.588, 0.162, 0.132, 0.138, -0.215, 0.885, -0.158, -0.290, -0.042, 0.184, 0.083, 0.082, 0.052, 0.123, 0.107, 0.134, 0.132, 0.133, 0.138, 0.135, 0.132, 0.156, 0.120, 0.117, 0.116, 0.130, 0.138, 0.139, 0.040, 0.045, 0.045, 0.129, 0.190, -0.015, -0.311, -0.071, 0.047, -0.578, 0.136, 0.093, 0.097, 0.091, 0.093, 0.162, 0.145, 0.138, -0.011, -0.310, -0.093, 0.036, -0.577, 0.143, 0.096, 0.096, 0.093, 0.093, 0.160, 0.121, 0.141, -0.020, -0.335, -0.085, 0.074, -0.564, 0.169, 0.053, 0.096, 0.094, 0.074, 0.156, 0.142, 0.142], "orbital_gap_ev": 7.53, "mol_weight_g_mol": 721.59, "charge": 1}